1.
The following is a quantum chemistry calculation of a molecular structure, C30H38BrClN8Pb at a distorted geometry, from the Open Molecules 2025 dataset.

```
! RIJCOSX wB97M-V def2-TZVPD def2/J DEFGRID3
* xyz 4 1
C -2.381 1.042 -0.729
C 0.959 0.895 5.392
H -0.222 5.466 -1.288
H 4.213 1.931 1.141
H -2.385 0.734 -3.970
N -0.336 -0.142 3.655
C 2.579 2.514 -3.440
N -1.090 1.073 -0.374
C 3.019 1.239 -3.650
H 3.065 -0.742 -2.759
C -0.476 3.402 -0.607
C -3.173 1.230 1.588
N -3.350 0.783 0.231
H -2.572 -5.758 -2.430
C -2.845 -4.516 -0.659
H -0.383 -2.075 -2.433
C -4.625 0.089 -0.063
Pb -0.445 -0.942 0.849
C 2.634 0.258 -2.728
H -2.224 1.724 1.687
H 3.141 3.293 -3.906
H 5.008 -1.476 0.425
H 5.631 0.092 -0.237
H -3.944 1.994 1.779
H 5.438 -0.109 1.525
C -3.970 2.011 -2.340
C -1.381 -3.987 -2.501
C 2.558 -0.719 0.067
H -1.985 -1.301 4.309
H -1.249 3.750 0.089
H 3.384 -1.335 2.555
C 0.894 1.742 -1.771
C -2.501 -3.264 -0.109
H 3.661 1.958 -0.536
H -3.521 -5.160 -0.171
H 1.768 -2.963 -0.994
H -3.714 2.805 -3.009
H -4.385 2.482 -1.409
H 1.421 0.895 3.282
N 2.625 -1.971 0.617
H -4.673 -0.586 -0.920
N -1.600 -2.411 -0.745
H 1.250 4.842 -3.203
C -1.802 1.052 -3.084
H 1.346 -3.605 0.601
H 2.866 -3.925 -0.145
H -5.489 0.786 -0.067
N 1.494 -0.428 -0.688
C 3.126 -2.242 1.959
H -1.171 0.217 -2.837
C -2.285 -4.887 -1.891
C 0.988 4.116 -2.411
C -0.912 -0.508 5.966
C -1.114 -0.720 4.595
Cl -1.873 -1.267 7.130
H 3.627 0.957 -4.502
C 3.475 1.524 0.434
H -3.268 0.486 2.402
C 0.096 4.404 -1.399
H -4.830 -0.575 0.776
H 1.836 1.502 5.648
N -2.745 1.296 -2.000
H -4.678 1.367 -2.836
H 4.004 -2.853 1.892
N 3.605 0.116 0.359
C -1.016 -2.771 -1.895
C 0.741 0.558 4.055
C 1.665 0.510 -1.729
C 4.992 -0.357 0.522
C 0.091 0.397 6.372
Br -0.777 -4.477 -4.190
H -1.273 1.939 -3.348
C -0.245 2.055 -0.906
H -2.896 -2.961 0.901
C 1.507 2.798 -2.556
C 2.124 -3.125 -0.004
H 0.140 0.710 7.420
H 2.496 1.903 0.757
H 2.335 -2.774 2.491
*
```

---

2.
The following is a quantum chemistry calculation of 9 unconnected molecules or ions with the total composition C53H45NO17SSi at a distorted geometry, from the Open Molecules 2025 dataset.

```
! RIJCOSX wB97M-V def2-TZVPD def2/J DEFGRID3
* xyz 0 1
H -1.337 3.747 5.615
C -2.799 5.372 2.937
C -5.448 5.714 -1.892
C 9.807 -5.006 0.027
C -0.598 2.835 -1.887
H -3.502 4.765 4.921
S -5.866 2.453 -2.364
O -2.051 -5.798 2.513
H 0.906 -3.462 0.132
H -2.463 4.364 -0.733
C 1.947 0.719 2.170
C -2.633 4.755 4.277
H -3.022 3.449 -3.749
H 4.049 -0.106 -1.994
C -0.463 4.836 2.406
C 10.672 -4.942 1.036
C 2.531 -1.651 2.336
Si -4.522 4.127 -2.208
H -1.756 5.824 1.060
H 5.030 -4.180 -0.765
C 2.539 -1.553 3.817
C -5.370 -7.712 -1.405
H -1.281 -3.649 1.291
O 1.688 1.679 1.471
C 4.766 -0.919 -2.010
C 1.144 -6.755 1.298
H 1.705 1.793 4.063
C -0.572 -4.468 1.259
C -2.639 -6.871 -1.157
C -1.789 10.441 -1.946
H -1.153 2.359 0.155
C -1.692 10.032 -4.780
O 7.650 -5.600 -0.700
C -0.305 4.206 3.737
H -2.478 12.406 -2.332
C -2.134 11.328 -4.208
O 2.624 -5.420 0.047
H -3.852 3.721 0.135
H -0.347 -7.755 2.422
C 4.378 -2.157 -1.290
C 6.899 -1.956 -2.639
H -5.852 -5.609 -1.016
H -6.403 5.697 -1.370
C -4.794 -0.070 1.782
O 2.785 -2.518 4.510
H -5.063 1.426 -2.032
C 2.260 -0.597 1.571
H -1.295 1.055 -0.989
O -6.523 -8.071 -1.509
H -3.292 -1.138 -1.142
H -5.638 -1.415 3.293
O 3.312 -2.246 -0.715
C 8.440 -5.545 0.220
C -5.134 -1.405 2.335
H -5.065 -3.505 2.069
H -1.684 9.960 -5.860
O 11.092 -5.353 3.315
C -5.024 -6.298 -1.122
C 8.070 -6.011 1.578
H 7.067 -6.400 1.697
H 6.240 0.069 -3.164
C -1.473 2.125 -0.867
C -0.030 -6.852 1.916
C 6.508 -3.193 -1.920
C -1.476 4.213 4.647
C -1.621 5.372 2.035
O -5.068 0.948 2.382
H -4.523 -9.702 -1.763
H -3.488 -4.880 -0.798
C 2.224 -0.231 4.416
C -2.153 11.453 -2.729
H 2.251 -0.656 0.492
H 2.756 -2.623 1.913
H -2.835 5.007 -3.420
C -4.827 -2.522 1.681
H -2.152 -8.971 -1.546
C -1.348 9.146 -2.518
H 1.851 -7.574 1.267
H -5.602 7.497 -2.972
H -1.004 8.067 -4.394
H 2.225 -0.179 5.497
O -2.467 12.249 -4.921
O 7.965 -1.868 -3.210
H -0.725 3.917 -1.865
C -4.102 -0.026 0.469
C -0.980 -5.713 1.947
C -1.328 9.021 -3.996
O -3.856 -3.502 -0.227
C -4.249 -8.675 -1.556
C 5.936 -0.825 -2.635
C -2.983 -8.285 -1.440
H 0.437 2.646 -1.600
H 7.220 -4.008 -1.932
C -4.970 6.870 -2.351
C 1.553 -5.505 0.610
O -1.484 -6.510 -1.052
C 1.947 0.822 3.651
C -3.758 -5.908 -1.006
C -4.135 -2.481 0.369
O 0.742 3.684 4.054
H -1.797 10.512 -0.866
H 11.675 -4.552 0.916
C 10.304 -5.409 2.396
C 0.599 -4.369 0.639
O -1.016 8.221 -1.804
H 0.405 4.818 1.759
O -3.855 5.856 2.592
H -3.860 0.957 0.078
C -3.798 -1.147 -0.184
C 8.934 -5.947 2.587
O -2.871 2.304 -1.037
C 5.336 -3.285 -1.295
N -3.549 4.321 -3.673
H 10.056 -4.671 -0.973
H -3.954 7.194 -2.146
C -3.293 3.661 -0.808
H -0.738 2.478 -2.905
H 8.684 -6.281 3.586
*
```

---

Number 1: orbital gap 2.55 eV, HOMO level -0.6643 Eh. Number 2: orbital gap 7.04 eV, HOMO level -0.3254 Eh.